Density functional theory data (wB97M-V/def2-TZVPD) for a cluster of 9 separate species, C44H52NO24 in total.

```
121
Properties=species:S:1:pos:R:3:lowdin_charge:R:1
C 7.15 3.87 33.47 0.03
N 8.04 2.86 32.76 -0.26
C 8.72 3.53 31.57 0.03
C 9.07 2.37 33.63 -0.02
C 7.01 1.76 32.30 -0.11
C 7.60 0.45 31.82 -0.24
O 6.49 -0.38 31.43 -0.07
H 7.66 4.61 33.88 0.06
H 6.87 3.35 34.29 0.07
H 6.18 4.13 33.17 0.09
H 8.04 3.77 30.78 0.10
H 9.48 2.97 31.11 0.07
H 9.07 4.51 31.95 0.10
H 8.65 1.54 34.24 0.12
H 9.65 3.21 34.24 0.15
H 9.76 1.75 33.16 0.05
H 6.51 2.00 31.34 0.13
H 6.07 1.49 32.90 0.17
H 7.72 0.03 32.92 0.14
H 8.67 0.59 31.16 0.19
H 6.89 -1.16 30.99 0.10
C 7.52 1.14 27.26 0.17
C 6.68 1.91 26.14 -0.08
C 7.03 3.22 25.75 -0.40
O 6.49 3.85 24.86 0.15
C 8.05 3.91 26.57 0.14
C 8.91 3.09 27.61 -0.12
C 8.64 1.73 27.90 -0.46
O 9.22 1.14 28.76 0.13
O 9.79 3.79 28.42 0.01
O 5.73 1.28 25.38 0.17
H 7.26 0.22 27.36 0.05
H 8.03 4.95 26.59 0.08
H 9.86 4.79 28.04 0.18
H 5.97 1.72 24.67 0.01
C 3.70 7.92 37.74 0.11
C 4.62 6.80 37.28 -0.16
C 4.38 5.98 36.13 -0.40
O 5.16 5.06 35.85 0.08
C 3.20 6.23 35.42 0.07
C 2.20 7.19 35.94 -0.03
C 2.53 8.22 36.99 -0.40
O 1.66 8.97 37.32 0.15
O 0.90 7.21 35.40 0.19
O 5.79 6.58 37.91 0.08
H 4.12 8.48 38.57 0.12
H 3.10 5.51 34.66 0.08
H 0.66 6.61 34.92 -0.04
H 6.51 6.24 37.34 0.08
C 13.07 2.21 30.10 0.20
C 14.22 3.31 30.01 -0.16
C 14.76 3.92 31.18 -0.40
O 15.72 4.65 31.11 0.13
C 14.24 3.62 32.54 0.10
C 13.15 2.63 32.61 -0.14
C 12.47 1.97 31.47 -0.34
O 11.50 1.25 31.55 0.10
O 12.54 2.25 33.79 0.07
O 14.66 3.62 28.79 0.08
H 12.56 1.92 29.39 0.00
H 14.55 4.13 33.44 0.11
H 13.07 2.76 34.41 0.10
H 15.67 3.74 28.89 0.18
C 12.96 6.62 33.68 0.08
C 13.88 7.76 33.39 -0.07
C 13.68 8.49 32.06 -0.33
O 14.39 9.49 31.93 0.13
C 12.62 8.02 31.16 0.10
C 11.81 6.84 31.55 -0.11
C 11.86 6.23 32.88 -0.45
O 11.00 5.49 33.20 0.12
O 10.92 6.25 30.63 -0.01
O 14.93 8.05 34.18 0.19
H 13.08 6.08 34.53 0.08
H 12.79 8.46 30.24 0.09
H 11.02 6.57 29.57 0.22
H 15.53 8.54 33.84 0.02
C 2.27 6.33 29.42 0.10
C 2.45 5.25 30.51 -0.07
C 3.34 5.34 31.73 -0.40
O 3.58 4.44 32.51 0.08
C 4.00 6.64 31.76 0.08
C 3.90 7.69 30.67 -0.15
C 3.00 7.49 29.57 -0.42
O 3.04 8.39 28.69 0.10
O 4.57 8.88 30.73 0.06
O 1.84 4.00 30.29 0.07
H 1.58 6.25 28.62 0.12
H 4.63 6.68 32.75 0.14
H 5.21 9.29 31.42 0.19
H 2.39 3.72 31.04 0.05
C 3.23 -0.24 32.39 -0.01
C 3.40 0.67 31.15 -0.46
O 3.44 1.90 31.23 0.01
C 3.32 -0.01 29.76 -0.02
H 3.50 0.41 33.28 0.10
H 3.96 -1.09 32.44 0.09
H 2.29 -0.57 32.37 0.03
H 3.93 0.51 29.08 0.03
H 2.24 0.43 29.29 0.17
H 3.64 -1.08 29.86 0.09
C 10.26 -3.31 28.85 -0.03
C 9.67 -3.45 30.28 -0.44
O 8.47 -3.50 30.55 0.04
C 10.71 -3.60 31.40 -0.02
H 9.37 -3.13 28.22 0.06
H 10.71 -4.32 28.45 0.13
H 10.81 -2.39 28.53 0.08
H 11.32 -4.39 31.46 0.02
H 10.22 -3.66 32.39 0.09
H 11.48 -2.80 31.41 0.10
C 9.63 3.78 38.55 0.05
C 9.07 4.66 37.37 -0.31
O 7.89 4.99 37.32 0.05
C 10.15 5.19 36.35 0.02
H 8.90 3.07 38.86 0.09
H 9.86 4.39 39.39 0.09
H 10.40 3.42 38.27 -0.04
H 10.65 4.38 35.93 0.05
H 10.71 5.92 36.70 0.05
H 9.73 5.59 35.57 0.01
```

frontier orbital gap: 5.73 eV
charge: +1
HOMO level: -0.3844 Ha